No. 1
{
  "formula": "C3H8OSi",
  "method": "the ωB97M-V functional and the def2-TZVPD basis",
  "e_above_lowest_kj_mol": 72.6,
  "homo_energy_ev": -8.32,
  "lumo_energy_ev": 0.55,
  "orbital_gap_ev": 8.86,
  "smiles": "C[Si]1(O)CC1",
  "e_tot_ha": -483.814973,
  "species": ["C", "C", "C", "O", "Si", "H", "H", "H", "H", "H", "H", "H", "H"],
  "xyz": [[-1.346, 0.240, -0.802], [-1.266, 0.413, 0.758], [1.369, -1.257, -0.030], [1.524, 1.642, 0.000], [0.457, 0.426, -0.090], [-1.590, -0.705, -1.274], [-1.880, 0.987, -1.448], [-1.694, 1.357, 1.224], [-1.687, -0.547, 1.212], [2.482, -1.069, -0.166], [1.031, -1.901, 0.766], [1.188, -1.967, -0.788], [1.412, 2.381, 0.637]],
  "nbo_charge": [-0.830, -0.881, -1.126, -1.086, 1.737, 0.229, 0.229, 0.235, 0.232, 0.247, 0.250, 0.244, 0.521]
}


No. 2
{
  "formula": "C3H8S2",
  "method": "the ωB97M-V functional and the def2-TZVPD basis",
  "spin_multiplicity": 2,
  "e_above_lowest_kj_mol": 45.6,
  "homo_energy_ev": [-15.48, -15.76],
  "lumo_energy_ev": [-5.12, -8.49],
  "charge": 1,
  "orbital_gap_ev": [10.36, 7.26],
  "e_tot_ha": -915.146769,
  "species": ["C", "C", "C", "S", "S", "H", "H", "H", "H", "H", "H", "H", "H"],
  "xyz": [[-1.043, 0.049, 0.194], [-1.427, -0.511, -1.129], [0.547, 0.185, 0.266], [1.213, 0.557, 1.889], [3.148, 1.182, 1.557], [-1.513, 0.993, 0.463], [-1.309, -0.670, 0.971], [-1.423, 0.227, -1.954], [-2.452, -0.859, -1.162], [-0.758, -1.356, -1.377], [0.949, -0.798, -0.041], [0.794, 0.921, -0.515], [3.277, 0.081, 0.839]],
  "nbo_charge": [-0.381, -0.625, -0.622, 0.601, 0.190, 0.230, 0.215, 0.229, 0.253, 0.213, 0.263, 0.275, 0.159]
}


No. 3
{
  "formula": "C27H55F3N3O3PS3",
  "method": "the ωB97M-V functional and the def2-TZVPD basis",
  "homo_energy_ev": -4.13,
  "lumo_energy_ev": -1.76,
  "orbital_gap_ev": 2.37,
  "e_tot_ha": -3286.604717,
  "species": ["C", "C", "C", "C", "C", "C", "O", "C", "C", "C", "C", "C", "S", "C", "C", "C", "C", "S", "C", "S", "N", "C", "C", "C", "C", "N", "C", "C", "C", "F", "F", "F", "C", "P", "N", "O", "H", "H", "H", "H", "H", "H", "H", "H", "H", "H", "H", "H", "H", "H", "H", "H", "H", "H", "H", "H", "H", "H", "H", "H", "H", "H", "H", "H", "H", "H", "H", "H", "H", "H", "H", "H", "H", "H", "H", "H", "H", "H", "H", "H", "H", "H", "H", "H", "C", "C", "C", "O", "H", "H", "H", "H", "H", "H", "H"],
  "xyz": [[3.480, -3.051, 0.480], [1.986, -3.670, 0.909], [1.574, -2.820, 2.290], [0.990, -1.382, 1.768], [1.794, -0.218, 2.664], [-0.595, -1.112, 2.026], [-1.021, 0.297, 1.995], [-1.062, 0.880, 0.664], [-2.417, 1.860, 0.614], [0.219, 1.945, 0.524], [0.483, 2.839, 1.867], [0.377, 4.451, 1.433], [2.024, 4.962, 0.616], [-1.127, -0.157, -0.601], [-1.594, 0.616, -1.978], [-0.860, 0.004, -3.352], [0.477, 0.914, -3.779], [1.957, 0.624, -2.672], [3.552, 1.261, -3.412], [4.575, 0.096, -4.159], [3.855, 2.736, -3.276], [5.337, 3.040, -3.284], [5.574, 4.516, -2.559], [3.090, 3.488, -4.342], [3.270, 2.871, -5.853], [-1.803, -1.477, -0.328], [-3.237, -1.603, -0.779], [-3.340, -2.324, -2.287], [-4.628, -1.751, -3.130], [-4.847, -2.677, -4.303], [-5.870, -1.922, -2.285], [-4.512, -0.345, -3.576], [-1.664, -1.946, 1.125], [-1.508, -3.843, 1.138], [-1.794, -4.462, 2.825], [-2.763, -4.634, 0.201], [3.820, -2.177, 1.219], [3.451, -2.535, -0.593], [4.307, -3.882, 0.472], [2.013, -4.830, 1.081], [1.246, -3.322, 0.060], [2.553, -2.776, 2.923], [0.755, -3.412, 2.901], [1.372, -1.235, 0.674], [1.092, 0.244, 3.512], [2.223, 0.635, 1.947], [2.728, -0.638, 3.230], [-0.792, -1.463, 3.153], [-2.563, 2.402, 1.641], [-2.151, 2.691, -0.201], [-3.370, 1.303, 0.226], [1.140, 1.289, 0.178], [0.046, 2.724, -0.364], [1.610, 2.709, 2.230], [-0.281, 2.684, 2.738], [-0.508, 4.581, 0.674], [0.286, 5.114, 2.396], [2.436, 3.935, -0.281], [0.015, -0.442, -0.821], [-1.138, 1.717, -1.892], [-2.743, 0.773, -2.102], [-0.531, -1.096, -3.115], [-1.673, -0.007, -4.222], [0.140, 2.056, -3.849], [0.793, 0.585, -4.881], [5.932, 2.251, -2.615], [5.815, 2.975, -4.352], [4.501, 4.938, -2.310], [6.262, 4.451, -1.607], [6.091, 5.212, -3.368], [3.444, 4.613, -4.359], [1.937, 3.382, -4.064], [3.167, 3.732, -6.638], [2.500, 1.992, -5.983], [4.345, 2.364, -5.926], [-1.260, -2.202, -0.890], [-3.837, -0.570, -0.787], [-3.907, -2.314, -0.092], [-3.576, -3.477, -2.083], [-2.323, -2.314, -2.866], [-2.727, -1.706, 1.619], [-2.411, -5.319, 2.693], [-0.853, -4.894, 3.071], [-2.278, -5.014, -0.614], [-2.566, -0.291, 5.668], [-3.009, -1.598, 6.346], [-4.413, -1.978, 5.849], [-3.086, -1.374, 7.647], [-3.244, 0.545, 5.882], [-1.558, 0.005, 5.986], [-2.539, -0.417, 4.579], [-2.334, -2.377, 5.965], [-5.161, -1.205, 6.070], [-4.758, -2.918, 6.299], [-4.406, -2.122, 4.762]],
  "mulliken_charge": [-0.855, 0.060, -0.980, 1.114, -0.899, -0.758, -0.181, 0.135, -1.078, -0.046, -0.596, -0.557, -0.215, -0.880, 0.181, -0.713, -0.701, 0.127, -0.456, -0.062, 0.205, -0.357, -0.836, -0.459, -0.598, 0.778, -0.361, -0.620, 0.674, -0.268, -0.266, -0.219, -0.742, 0.169, -0.601, -0.554, 0.217, 0.176, 0.297, 0.398, -0.105, 0.516, 0.050, -0.237, 0.252, 0.001, 0.428, 0.528, 0.336, 0.297, 0.188, -0.077, 0.461, 0.295, 0.238, 0.259, 0.400, 0.106, -0.674, 0.233, 0.352, 0.283, 0.258, 0.361, 0.366, 0.340, 0.297, 0.197, 0.292, 0.236, 0.421, 0.052, 0.315, 0.134, 0.174, 0.661, 0.186, 0.491, 0.317, 0.306, 0.679, 0.302, 0.347, 0.397, -0.833, 0.604, -1.214, -0.903, 0.417, 0.273, -0.109, 0.018, 0.325, 0.318, 0.168]
}


No. 4
{
  "formula": "C28H77NO19S4",
  "method": "the ωB97M-V functional and the def2-TZVPD basis",
  "e_above_lowest_kj_mol": 0.0,
  "homo_energy_ev": -9.90,
  "lumo_energy_ev": 0.13,
  "orbital_gap_ev": 10.03,
  "smiles": "CCOS(C)(=O)=O.CCOS(C)(=O)=O.CCOS(C)(=O)=O.CCOS(C)(=O)=O.CC#N.CCO.CCO.CCO.CCO.CCO.CCO.CCO",
  "e_tot_ha": -4189.808484,
  "species": ["C", "C", "O", "H", "H", "H", "H", "H", "H", "C", "C", "O", "H", "H", "H", "H", "H", "H", "C", "C", "O", "H", "H", "H", "H", "H", "H", "C", "C", "O", "H", "H", "H", "H", "H", "H", "C", "C", "O", "H", "H", "H", "H", "H", "H", "C", "C", "O", "H", "H", "H", "H", "H", "H", "C", "C", "O", "H", "H", "H", "H", "H", "H", "C", "C", "N", "H", "H", "H", "O", "S", "O", "O", "C", "C", "C", "H", "H", "H", "H", "H", "H", "H", "H", "O", "S", "O", "O", "C", "C", "C", "H", "H", "H", "H", "H", "H", "H", "H", "O", "S", "O", "O", "C", "C", "C", "H", "H", "H", "H", "H", "H", "H", "H", "O", "S", "O", "O", "C", "C", "C", "H", "H", "H", "H", "H", "H", "H", "H"],
  "xyz": [[45.721, 19.665, -11.688], [44.226, 19.691, -11.259], [43.652, 18.411, -11.376], [46.182, 18.815, -11.186], [46.189, 20.608, -11.404], [45.803, 19.486, -12.760], [43.738, 20.345, -11.981], [44.133, 20.102, -10.254], [43.563, 18.196, -10.444], [52.500, 23.701, -7.439], [51.018, 23.504, -7.148], [50.475, 23.470, -8.453], [52.756, 24.575, -8.037], [52.907, 22.801, -7.899], [53.016, 23.776, -6.482], [50.572, 24.310, -6.565], [50.779, 22.614, -6.567], [49.532, 23.646, -8.484], [41.932, 14.730, -8.068], [42.947, 15.385, -7.202], [43.164, 16.626, -7.790], [42.207, 14.658, -9.121], [41.022, 15.326, -8.007], [41.725, 13.746, -7.647], [43.861, 14.791, -7.241], [42.653, 15.633, -6.182], [44.014, 16.974, -7.512], [47.380, 25.084, -3.735], [47.392, 25.902, -2.449], [47.105, 25.144, -1.312], [47.580, 25.693, -4.617], [46.349, 24.786, -3.926], [48.040, 24.217, -3.697], [46.727, 26.735, -2.678], [48.411, 26.263, -2.310], [46.414, 25.599, -0.825], [52.328, 20.040, -2.589], [51.589, 20.826, -1.500], [52.390, 20.973, -0.332], [53.136, 20.644, -3.002], [51.621, 19.690, -3.340], [52.783, 19.156, -2.142], [50.713, 20.251, -1.199], [51.195, 21.740, -1.945], [52.300, 20.143, 0.142], [45.893, 20.295, 0.637], [45.730, 20.310, -0.891], [46.775, 21.062, -1.308], [45.167, 19.610, 1.073], [45.708, 21.277, 1.074], [46.859, 19.877, 0.919], [44.789, 20.720, -1.259], [45.803, 19.297, -1.286], [46.714, 21.948, -0.943], [47.140, 20.185, -6.957], [47.149, 18.997, -6.013], [46.943, 17.733, -6.689], [47.207, 21.046, -6.291], [46.191, 20.354, -7.465], [47.960, 20.196, -7.675], [46.402, 19.075, -5.223], [48.167, 19.026, -5.623], [47.254, 16.997, -6.157], [47.531, 13.529, -10.011], [48.749, 13.852, -10.806], [49.681, 14.216, -11.416], [46.680, 14.113, -10.361], [47.674, 13.979, -9.029], [47.354, 12.455, -9.947], [43.486, 23.878, -7.534], [44.202, 24.672, -8.575], [45.593, 24.452, -8.956], [43.161, 24.572, -9.912], [43.748, 24.823, -11.119], [42.681, 24.874, -12.237], [43.936, 26.456, -8.112], [44.375, 24.001, -11.463], [44.298, 25.761, -11.039], [43.228, 25.001, -13.171], [41.957, 25.651, -11.990], [42.224, 23.886, -12.182], [42.885, 26.734, -8.196], [44.431, 27.034, -8.893], [44.389, 26.645, -7.139], [47.539, 15.065, -1.172], [46.905, 14.113, -2.092], [47.032, 14.254, -3.544], [47.341, 12.598, -1.597], [46.743, 11.533, -2.257], [47.583, 10.300, -1.999], [45.128, 14.181, -1.746], [46.782, 11.625, -3.342], [45.687, 11.459, -1.997], [48.629, 10.470, -2.251], [47.170, 9.469, -2.572], [47.585, 9.960, -0.964], [44.950, 15.256, -1.711], [45.201, 13.799, -0.728], [44.591, 13.593, -2.490], [56.257, 16.738, -10.349], [55.103, 15.865, -10.549], [55.067, 14.531, -9.903], [53.751, 16.738, -10.076], [53.878, 18.113, -10.268], [52.510, 18.775, -10.114], [54.745, 15.721, -12.371], [54.178, 18.338, -11.292], [54.589, 18.460, -9.518], [52.507, 19.842, -10.336], [52.186, 18.657, -9.080], [51.825, 18.358, -10.853], [55.499, 15.004, -12.695], [54.795, 16.705, -12.837], [53.843, 15.143, -12.571], [51.012, 10.341, -5.624], [50.242, 10.773, -6.771], [48.867, 10.294, -7.063], [50.248, 12.433, -6.844], [51.491, 13.138, -6.676], [51.265, 14.622, -6.720], [51.307, 10.504, -8.221], [52.248, 12.856, -7.408], [51.897, 12.745, -5.744], [50.565, 14.962, -5.956], [50.954, 15.056, -7.670], [52.188, 15.120, -6.421], [51.089, 11.337, -8.890], [50.919, 9.582, -8.653], [52.356, 10.520, -7.927]],
  "mulliken_charge": [-0.921, -0.187, -0.508, 0.235, 0.283, 0.323, 0.157, 0.311, 0.306, -1.088, 0.012, -0.512, 0.302, 0.230, 0.361, 0.228, 0.212, 0.259, -1.149, -0.043, -0.490, 0.289, 0.283, 0.353, 0.221, 0.264, 0.276, -0.972, -0.289, -0.486, 0.351, 0.285, 0.260, 0.327, 0.234, 0.299, -0.845, -0.233, -0.523, 0.239, 0.254, 0.301, 0.222, 0.272, 0.314, -1.061, -0.158, -0.462, 0.350, 0.356, 0.253, 0.246, 0.196, 0.268, -1.007, -0.119, -0.502, 0.307, 0.276, 0.292, 0.266, 0.231, 0.257, -0.652, 0.329, -0.430, 0.328, 0.169, 0.274, -0.602, 1.090, -0.527, -0.322, -0.118, -1.250, -0.868, 0.233, 0.369, 0.369, 0.340, 0.303, 0.326, 0.312, 0.339, -0.607, 1.104, -0.541, -0.257, -0.120, -1.325, -0.997, 0.311, 0.325, 0.306, 0.383, 0.348, 0.397, 0.364, 0.313, -0.595, 1.065, -0.579, -0.186, -0.131, -1.353, -0.891, 0.313, 0.308, 0.409, 0.308, 0.329, 0.364, 0.308, 0.327, -0.608, 1.120, -0.595, -0.222, -0.196, -1.263, -0.944, 0.329, 0.351, 0.314, 0.291, 0.393, 0.296, 0.385, 0.335]
}